12
Properties=species:S:1:pos:R:3:forces:R:3 method="wB97M-V/def2-TZVPD" e_above_lowest_ev=2.197 smiles="[H]/N=C/CO[SiH3]" lumo_energy_ev=0.83 total_charge=0 fmax_ev_per_a=4.609 orbital_gap_ev=10.85
N -0.53781 1.70479 1.88894 0.682 0.824 0.822
H 0.98427 -2.88521 -0.73638 -0.302 0.407 -0.229
H -1.32482 2.29456 2.07296 -0.920 0.022 0.231
C -0.50151 1.26936 0.72797 0.168 -1.883 -2.222
Si -0.02779 -1.82033 -1.06649 -0.347 0.708 -1.714
H -1.33574 1.21415 -0.06301 0.881 0.625 1.065
H 1.54560 1.41955 -0.19495 -2.371 -1.194 0.411
H 1.51556 0.27693 0.95310 -1.064 -0.819 0.625
H -0.33178 -1.55852 -2.62691 0.323 -0.931 1.758
C 0.75403 0.56942 0.21334 3.110 3.397 0.164
H -1.30837 -2.19603 -0.35163 0.525 0.349 -0.162
O 0.56836 -0.28865 -0.81694 -0.684 -1.505 -0.749

14
Properties=species:S:1:pos:R:3:forces:R:3 method="wB97M-V/def2-TZVPD" e_above_lowest_ev=3.127 lumo_energy_ev=0.87 total_charge=0 fmax_ev_per_a=2.938 orbital_gap_ev=10.72
C -1.10689 0.73973 -0.68035 1.384 0.287 1.528
C -0.19616 0.21035 0.47758 -0.219 -0.126 0.387
C -1.14724 -0.95021 0.30899 0.022 -0.699 0.561
H 1.62301 -0.87066 0.83978 -0.136 0.152 -0.123
H -0.76464 -1.96081 0.41281 -0.137 -0.292 0.058
H -2.03879 1.23840 -0.36451 0.753 0.342 -0.189
H -0.17474 0.82597 1.37669 -0.157 -0.347 0.223
H 1.26448 -0.69978 -0.88713 -0.194 0.163 0.150
O 2.09057 0.97940 0.02416 0.012 0.077 -0.146
H -2.02588 -0.74890 0.93505 -0.072 -0.494 -0.053
H -0.27546 1.27931 -1.07126 -0.624 1.012 -2.686
H 2.93114 0.72519 -0.38438 -0.355 0.118 0.167
C 1.25037 -0.16455 0.07613 -0.527 -0.310 0.061
O -1.42977 -0.60343 -1.06358 0.251 0.116 0.061